[1]
Below is an isolated molecule of C5H13NO at a distorted geometry, with properties calculated with ωB97M-V with the def2-TZVPD basis set.

## Properties
Charge: 0
Structure (SMILES): CCCCNCO
Energy in a.u.: -328.26980
Energy above the lowest of the compared OMol25 structures with the same formula, charge and spin in eV: 1.335
Strongest force on any atom in eV/Å: 1.46

Geometry (Å):
C (0.01, 0.16, 0.73)
N (-1.42, 0.35, 0.75)
C (-2.26, -0.78, 0.79)
O (-2.21, -1.52, -0.43)
C (0.69, 1.02, -0.32)
C (2.23, 0.90, -0.24)
C (2.80, -0.11, -1.21)
H (0.17, -0.87, 0.41)
H (0.55, 0.33, 1.66)
H (-1.77, 1.24, 1.05)
H (-2.06, -1.50, 1.57)
H (-3.26, -0.46, 0.97)
H (-2.92, -1.22, -1.01)
H (0.41, 0.69, -1.30)
H (0.38, 2.07, -0.27)
H (2.60, 0.62, 0.76)
H (2.66, 1.90, -0.32)
H (3.17, 0.38, -2.12)
H (2.05, -0.82, -1.58)
H (3.59, -0.78, -0.87)



[2]
Below is a cluster of 2 separate species, C5H13NO in total, with properties calculated with ωB97M-V with the def2-TZVPD basis set.

## Properties
Charge: 0
Structure (SMILES): C/C=C(\C)NC.O
Energy in a.u.: -328.27578
Energy above the lowest of the compared OMol25 structures with the same formula, charge and spin in eV: 1.172
Strongest force on any atom in eV/Å: 0.85

Geometry (Å):
C (-2.23, -0.37, 0.81)
N (-0.89, -0.26, 1.39)
C (0.21, -0.47, 0.55)
C (1.30, 0.30, 0.56)
C (2.56, 0.02, -0.19)
C (0.10, -1.73, -0.26)
H (-2.36, 0.26, -0.07)
H (-2.47, -1.40, 0.59)
H (-2.94, -0.05, 1.57)
H (-0.82, 0.63, 1.88)
H (1.23, 1.19, 1.18)
H (2.55, 0.23, -1.25)
H (3.38, 0.59, 0.23)
H (2.85, -1.02, -0.06)
H (-0.68, -1.63, -1.01)
H (-0.17, -2.56, 0.39)
H (1.01, -1.95, -0.79)
H (-0.33, 1.64, -1.37)
H (-0.12, 2.65, -2.44)
O (-0.79, 2.02, -2.13)



- Look up the energy above the lowest of the compared OMol25 structures with the same formula, charge and spin of the first one.
  1.335 eV



- energy above the lowest of the compared OMol25 structures with the same formula, charge and spin of number 1 (C5H13NO)?
  1.335 eV



- Among the records above, which one has the highest energy above the lowest of the compared OMol25 structures with the same formula, charge and spin?
  number 1



- What is the strongest force on any atom in the first record?
  1.46 eV/Å